No. 1
5 unconnected molecules or ions with the total composition C35H66N2O15. Source: the Open Molecules 2025 dataset; level of theory: ωB97M-V/def2-TZVPD.

## Properties
HOMO-LUMO gap: 8.6015 eV
LUMO energy: -0.0199 Eh
SMILES string: CCNC1=C(c2ccccn2)C(=O)OC1=O.COCCOCCOC.COCCOCCOC.COCCOCCOC.COCCOCCOC
HOMO level: -0.336 Eh
energy: -2611.0719 hartree
relative energy (zero: lowest compared OMol25 entry of this formula, charge and spin): 177.6 kcal per mole

CARTESIAN COORDINATES (ANGSTROEM)
C1 -3.01900 -2.00952 -4.40297
C2 -1.58683 -1.52165 -4.28725
N1 -0.57216 -2.57647 -4.15115
C3 -0.58402 -3.61951 -5.05913
C4 0.24933 -3.87747 -6.07686
C5 1.41027 -3.12953 -6.59409
C6 1.42883 -1.73371 -6.55466
C7 2.53644 -1.07277 -7.06947
C8 3.56506 -1.84852 -7.58355
C9 3.46618 -3.22988 -7.57336
N2 2.40589 -3.87406 -7.08032
C10 -0.15248 -5.17266 -6.68068
O1 0.10759 -5.60954 -7.73546
O2 -1.03695 -5.76973 -5.80440
C11 -1.53509 -4.77659 -4.98681
O3 -2.55093 -4.91821 -4.40974
H1 -3.31891 -2.67682 -3.61062
H2 -3.14420 -2.46172 -5.38135
H3 -3.63612 -1.11839 -4.42445
H4 -1.50739 -0.91490 -3.38859
H5 -1.39731 -0.84397 -5.12497
H6 0.35493 -2.18860 -4.06554
H7 0.60659 -1.17484 -6.14894
H8 2.59533 0.00181 -7.06893
H9 4.45041 -1.38274 -7.98701
H10 4.26012 -3.83299 -7.98145
C12 -3.62902 3.31619 0.93458
O4 -4.25918 2.05385 0.89427
C13 -5.03554 1.85343 -0.27327
C14 -4.96672 0.41677 -0.74895
O5 -3.74220 0.05460 -1.37830
C15 -2.58971 -0.09408 -0.56574
C16 -2.61480 -1.31608 0.32747
O6 -3.46894 -1.12697 1.44195
C17 -4.06367 -2.32436 1.89543
H11 -4.35493 4.12259 1.08551
H12 -2.93227 3.30891 1.77146
H13 -3.06094 3.49932 0.01514
H14 -4.68821 2.50936 -1.07978
H15 -6.08014 2.10178 -0.04259
H16 -5.72040 0.30045 -1.53124
H17 -5.21940 -0.27608 0.05496
H18 -2.37914 0.81072 0.00663
H19 -1.76775 -0.23081 -1.27460
H20 -1.59906 -1.49905 0.69955
H21 -2.93436 -2.18406 -0.26201
H22 -4.58267 -2.84157 1.08033
H23 -4.79455 -2.05843 2.65666
H24 -3.32279 -2.99947 2.33812
C18 1.17333 -2.44244 -1.39568
O7 1.74654 -1.19036 -1.07370
C19 1.23476 -0.61179 0.11162
C20 2.28909 0.18427 0.84379
O8 3.25761 -0.60014 1.51869
C21 4.24819 -1.26470 0.74639
C22 5.29412 -0.35373 0.14568
O9 4.78263 0.35253 -0.97245
C23 5.37574 1.62017 -1.14502
H25 0.13056 -2.33458 -1.70212
H26 1.74889 -2.85391 -2.22470
H27 1.24046 -3.14178 -0.55462
H28 0.84198 -1.38588 0.78109
H29 0.41200 0.06179 -0.16312
H30 1.77751 0.73919 1.63548
H31 2.75642 0.91717 0.18311
H32 3.79847 -1.90130 -0.01734
H33 4.75967 -1.91674 1.45787
H34 6.14140 -0.96686 -0.18984
H35 5.64665 0.34467 0.91331
H36 5.30526 2.22038 -0.23137
H37 4.83030 2.13275 -1.93526
H38 6.42766 1.53225 -1.44038
C24 0.04564 3.07705 -0.25239
O10 0.39937 4.36117 0.20951
C25 1.40586 4.34792 1.20851
C26 2.29624 5.56574 1.11237
O11 3.21680 5.54214 0.03379
C27 2.72510 5.74986 -1.28123
C28 2.30252 7.17016 -1.58054
O12 1.05259 7.47284 -0.98461
C29 0.91931 8.83170 -0.63471
H39 -0.49734 2.51882 0.52098
H40 -0.60289 3.20390 -1.11857
H41 0.92918 2.50660 -0.56343
H42 2.02143 3.44592 1.12238
H43 0.91934 4.34683 2.19346
H44 2.92041 5.57590 2.00899
H45 1.70677 6.48424 1.11531
H46 1.92875 5.04471 -1.52690
H47 3.57430 5.52520 -1.93081
H48 2.20352 7.28346 -2.66880
H49 3.07704 7.85880 -1.22387
H50 1.75121 9.16176 -0.00180
H51 -0.00569 8.93592 -0.07077
H52 0.86560 9.47004 -1.52404
C30 -2.80187 -4.81109 7.99871
O13 -2.54386 -3.70322 7.16688
C31 -2.88446 -2.46144 7.75969
C32 -1.95553 -1.35737 7.30857
O14 -0.66170 -1.39639 7.88888
C33 0.25021 -2.39218 7.45218
C34 0.80029 -2.17528 6.06123
O15 -0.16027 -2.51038 5.07400
C35 -0.03421 -1.75078 3.89501
H53 -3.87840 -4.97846 8.11891
H54 -2.36068 -5.68634 7.52504
H55 -2.34290 -4.68184 8.98554
H56 -2.85048 -2.53413 8.85255
H57 -3.90825 -2.20135 7.45757
H58 -2.38621 -0.41588 7.65758
H59 -1.90517 -1.30784 6.21925
H60 -0.17107 -3.39385 7.55438
H61 1.09107 -2.31770 8.14559
H62 1.67748 -2.82214 5.92475
H63 1.11396 -1.13032 5.95634
H64 -0.04752 -0.67624 4.11365
H65 -0.89041 -1.97909 3.26161
H66 0.88650 -2.00236 3.35399

---

No. 2
9 unconnected molecules or ions with the total composition C35H68F6N11O9S2. Source: the Open Molecules 2025 dataset; level of theory: ωB97M-V/def2-TZVPD.

## Properties
HOMO-LUMO gap: 5.3062 eV
LUMO energy: -0.3780 Eh
HOMO level: -0.573 Eh
total charge: +5
energy: -4047.6746 hartree

CARTESIAN COORDINATES (ANGSTROEM)
C1 4.15595 -0.71646 -1.45740
C2 3.93435 0.66970 -1.99986
O1 4.57606 1.64158 -1.80340
N1 2.76237 0.77880 -2.94163
H1 1.91259 0.36087 -2.49488
H2 2.51375 1.76378 -3.04268
C3 3.08658 0.11271 -4.27709
H3 3.61582 -1.47520 -2.01873
H4 3.79865 -0.65580 -0.42811
H5 5.21317 -0.96623 -1.52906
H6 2.71471 -0.90345 -4.18389
H7 4.10893 0.19468 -4.63102
H8 2.43492 0.61329 -4.99188
C4 -4.20240 -3.15540 0.98025
C5 -4.89417 -4.42814 0.56029
O2 -5.10652 -4.75274 -0.54648
N2 -5.26856 -5.45349 1.62737
H9 -5.55955 -6.28115 1.08784
H10 -4.48206 -5.85663 2.14722
C6 -6.41453 -4.95501 2.50156
H11 -4.28876 -2.55273 0.07678
H12 -3.19018 -3.33644 1.32792
H13 -4.78698 -2.57592 1.69851
H14 -6.04280 -4.40338 3.36110
H15 -6.92452 -5.83608 2.87990
H16 -7.01234 -4.30687 1.86907
C7 -0.75485 -1.79754 -3.88064
C8 -0.99770 -0.41592 -4.39837
O3 -0.65172 0.56711 -3.81592
N3 -1.85449 -0.28205 -5.66822
H17 -1.25208 -0.70691 -6.38619
H18 -2.64567 -0.93028 -5.57505
C9 -2.31500 1.10052 -5.98507
H19 -0.12279 -1.81706 -3.00097
H20 -0.13590 -2.21834 -4.68883
H21 -1.68405 -2.35559 -3.76553
H22 -3.24239 1.26373 -5.44761
H23 -2.41856 1.09862 -7.07043
H24 -1.62103 1.91204 -5.78918
C10 -3.95566 4.85615 -5.12689
C11 -4.24247 5.14932 -3.65663
N4 -3.60605 4.25228 -2.69743
C12 -4.27472 3.45576 -1.80430
C13 -3.37493 2.86873 -0.97956
N5 -2.13846 3.34545 -1.39325
C14 -2.29977 4.10601 -2.48725
C15 -0.85870 2.87769 -0.86114
H25 -2.89110 4.90068 -5.36194
H26 -4.44540 5.55016 -5.80559
H27 -4.34888 3.85859 -5.33579
H28 -5.30756 5.23580 -3.44590
H29 -3.92394 6.16621 -3.40780
H30 -5.35087 3.41670 -1.85573
H31 -3.40012 2.21063 -0.13072
H32 -1.54677 4.68306 -2.99812
H33 -0.70813 1.80651 -0.97108
H34 -0.66250 3.25460 0.13686
H35 -0.09535 3.22354 -1.56400
C16 3.23139 1.86730 1.86885
C17 4.45516 2.79616 2.06645
N6 4.60229 3.82008 1.02457
C18 5.80235 4.43253 0.79760
C19 5.60259 5.50074 -0.01207
N7 4.29144 5.40676 -0.44304
C20 3.68282 4.47061 0.30885
C21 3.62651 6.32879 -1.35583
H36 3.22381 1.52843 0.83298
H37 2.33420 2.44846 2.09207
H38 3.17655 0.96669 2.47387
H39 5.29207 2.12141 1.88819
H40 4.47887 3.25030 3.05182
H41 6.70026 4.28874 1.37827
H42 6.29264 6.24084 -0.38222
H43 2.61485 4.35091 0.35397
H44 4.33575 6.56176 -2.14542
H45 3.35444 7.24087 -0.82552
H46 2.72565 5.85080 -1.73029
C22 -0.16931 -4.71519 1.32789
C23 0.40114 -4.54290 2.74110
N8 1.76171 -5.13430 2.78132
C24 2.18358 -6.17180 3.59309
C25 3.46498 -6.47011 3.27002
N9 3.86116 -5.53045 2.34017
C26 2.80554 -4.78638 2.01567
C27 5.11412 -5.51651 1.59486
H47 -0.03714 -5.71993 0.93211
H48 0.32479 -4.00838 0.66437
H49 -1.24036 -4.51659 1.34986
H50 -0.16224 -5.06301 3.51089
H51 0.57688 -3.50135 3.00610
H52 1.47800 -6.43403 4.36437
H53 4.17603 -7.18359 3.65017
H54 2.79467 -3.87282 1.44066
H55 5.55327 -6.51206 1.56244
H56 5.87479 -4.91616 2.09362
H57 4.90481 -5.16821 0.58922
C28 -0.40613 4.96108 7.41806
C29 0.33403 4.78499 6.10161
N10 -0.27166 3.72253 5.22990
C30 -0.97411 3.94134 4.06650
C31 -1.31604 2.68998 3.63105
N11 -0.70784 1.76037 4.39528
C32 -0.03853 2.42257 5.36329
C33 -0.71264 0.30629 4.25225
H58 -0.51381 4.03072 7.97601
H59 -1.38042 5.42875 7.30532
H60 0.25349 5.57447 8.03335
H61 1.34818 4.42524 6.26893
H62 0.35640 5.67329 5.47622
H63 -1.29999 4.92137 3.76609
H64 -1.87105 2.40694 2.75199
H65 0.57601 2.03769 6.16101
H66 -1.23293 -0.20199 5.06113
H67 0.24335 -0.09935 3.94141
H68 -1.41541 0.10027 3.44058
C34 -0.98638 -1.16479 0.24748
F1 -1.93691 -0.25555 0.05364
F2 -1.19294 -1.72361 1.46294
F3 -1.10216 -2.08869 -0.69852
S1 0.74402 -0.47538 0.26109
O4 1.07768 -0.21596 -1.14240
O5 0.60686 0.70558 1.11675
O6 1.66224 -1.38404 0.92478
C35 -1.80795 -5.55988 -2.33648
F4 -2.18525 -4.27107 -2.21313
F5 -0.69763 -5.75084 -1.60529
F6 -2.74362 -6.38896 -1.86366
S2 -1.45367 -6.02264 -4.09959
O7 -0.32153 -5.12714 -4.47201
O8 -1.04163 -7.38802 -4.00368
O9 -2.60889 -5.64445 -4.89634